Record 1
Molecular formula: C5H10
Method: DFT, ωB97M-V/def2-TZVPD

Calculated values
LUMO energy (spin up / spin down) ... -6.79 / -10.22 eV
Maximum force ... 1.9 eV/Å
ΔE to the lowest compared entry with this formula, charge and spin ... 2.837 eV

Geometry as ORCA input:
```
! RIJCOSX wB97M-V def2-TZVPD def2/J DEFGRID3
* xyz 1 2
C -3.055 -1.352 2.038
C -1.678 -0.984 2.078
H -3.283 -2.354 1.684
H -3.907 -0.852 2.491
H -1.067 -1.859 1.885
H -1.378 0.005 2.397
C 1.690 1.872 -0.792
C 2.021 0.532 -1.426
C 1.062 -0.201 -1.986
H 2.263 2.098 0.110
H 0.651 1.818 -0.452
H 1.842 2.695 -1.485
H 3.046 0.193 -1.342
H 1.373 -1.056 -2.573
H 0.024 0.053 -1.820
*
```



Record 2
Molecular formula: C5H10AgF6N3O13S2
Method: DFT, ωB97M-V/def2-TZVPD

Calculated values
LUMO energy (spin up / spin down) ... 0.27 / -1.97 eV
Maximum force ... 6.6 eV/Å
ΔE to the lowest compared entry with this formula, charge and spin ... 6.048 eV

Geometry as ORCA input:
```
! RIJCOSX wB97M-V def2-TZVPD def2/J DEFGRID3
* xyz -1 2
Ag -0.542 0.691 0.005
C 5.212 -0.377 1.008
F 4.892 0.444 0.032
F 6.170 -1.085 0.584
F 5.627 0.284 2.122
S 3.569 -1.531 1.454
O 4.100 -2.874 1.730
O 2.869 -0.822 2.542
N 2.520 -1.421 0.010
S 3.227 -2.367 -1.040
O 2.942 -1.849 -2.351
O 4.648 -2.649 -0.821
C 2.245 -4.023 -0.658
F 2.143 -4.217 0.631
F 0.990 -3.951 -1.123
F 2.850 -5.076 -1.248
O 3.382 3.705 -2.933
C 2.073 3.864 -2.908
O 1.487 4.585 -3.751
O 1.597 3.230 -2.014
H 3.335 3.001 -2.281
O -5.111 3.865 -2.275
C -3.942 3.970 -1.713
O -3.528 3.050 -0.984
O -3.273 4.948 -2.089
H -5.331 3.018 -1.881
O -0.088 2.426 2.913
H 0.379 2.147 3.701
H -0.491 3.259 3.156
O -1.921 -0.683 -2.742
H -1.788 -0.176 -3.542
H -2.868 -0.816 -2.697
C -4.160 -1.535 2.235
O -2.968 -1.422 1.832
N -4.646 -2.444 3.001
N -5.062 -0.659 1.915
H -5.578 -2.425 3.389
H -4.076 -3.236 3.263
H -4.912 0.153 1.333
H -5.970 -1.000 2.196
*
```



Record 3
Molecular formula: C5H10AlO2
Method: DFT, ωB97M-V/def2-TZVPD

Calculated values
LUMO energy ... -4.51 eV
Maximum force ... 1.8 eV/Å
ΔE to the lowest compared entry with this formula, charge and spin ... 0.713 eV

Geometry as ORCA input:
```
! RIJCOSX wB97M-V def2-TZVPD def2/J DEFGRID3
* xyz 1 1
C -2.715 -1.381 -1.046
O -1.440 -0.760 -1.073
C -1.030 -0.242 0.180
C 0.122 0.709 -0.044
O 1.144 0.362 0.868
C 2.179 1.227 0.997
C 3.373 0.839 1.446
H -2.745 -2.183 -0.293
H -3.490 -0.637 -0.814
H -0.820 -1.070 0.877
H -1.860 0.309 0.651
H -0.240 1.742 0.069
H 0.593 0.813 -1.034
H 2.038 2.187 0.488
H 3.592 -0.210 1.645
H 4.198 1.550 1.440
H -2.891 -1.812 -2.039
Al -0.010 -1.443 -2.318
*
```



Repeat the third record exactly.
Molecular formula: C5H10AlO2
Method: DFT, ωB97M-V/def2-TZVPD

Calculated values
LUMO energy ... -4.51 eV
Maximum force ... 1.8 eV/Å
ΔE to the lowest compared entry with this formula, charge and spin ... 0.713 eV

Geometry as ORCA input:
```
! RIJCOSX wB97M-V def2-TZVPD def2/J DEFGRID3
* xyz 1 1
C -2.715 -1.381 -1.046
O -1.440 -0.760 -1.073
C -1.030 -0.242 0.180
C 0.122 0.709 -0.044
O 1.144 0.362 0.868
C 2.179 1.227 0.997
C 3.373 0.839 1.446
H -2.745 -2.183 -0.293
H -3.490 -0.637 -0.814
H -0.820 -1.070 0.877
H -1.860 0.309 0.651
H -0.240 1.742 0.069
H 0.593 0.813 -1.034
H 2.038 2.187 0.488
H 3.592 -0.210 1.645
H 4.198 1.550 1.440
H -2.891 -1.812 -2.039
Al -0.010 -1.443 -2.318
*
```